3 unconnected molecules or ions with the total composition C6H18NO at a distorted geometry. Source: OMol25; level of theory: ωB97M-V with the def2-TZVPD basis set.

Properties
gap between HOMO and LUMO	6.26	eV
LUMO level	-0.3290	Ha
E_tot	-10039.148	eV
charge	+1
energy above the lowest of the compared OMol25 structures with the same formula, charge and spin	154.1	kcal/mol

Each line ends with the Löwdin charge.
Atoms and positions in Å:
C 0.31593 0.95562 -1.99400  0.07
C -0.37415 -0.13583 -1.09396  -0.37
C 0.63690 -1.00468 -0.23309  -0.29
C -0.15420 -2.21002 0.33581  -0.02
C 1.39328 -0.13031 0.76401  -0.23
C 2.32963 -0.74550 1.79324  -0.07
N -1.27058 0.46845 -0.27776  0.36
H 0.96060 0.62770 -2.79945  0.12
H -0.52016 1.54379 -2.38963  0.10
H 0.76057 1.67239 -1.29563  0.09
H -0.82499 -0.81905 -1.85045  0.20
H 1.39224 -1.32516 -0.94607  0.15
H -1.21096 -1.92977 0.38345  0.08
H -0.08578 -3.13330 -0.23437  0.09
H 0.12493 -2.42625 1.36704  0.08
H 2.01399 0.51631 0.13578  0.12
H 0.69867 0.51875 1.30615  0.10
H 3.10829 -1.38338 1.37227  0.09
H 2.80200 0.07267 2.33784  0.09
H 1.78939 -1.32172 2.53542  0.07
H -0.90129 3.50544 0.94292  0.07
H -4.86254 1.01219 -0.67902  0.01
H -2.15646 0.61538 -0.79688  0.12
H -4.86773 0.42630 -0.24671  0.02
H -0.76259 1.89823 0.69544  -0.04
O -0.33497 2.73178 0.86766  0.00